Version a
DFT (ωB97M-V/def2-TZVPD) results for 2 unconnected molecules or ions with the total composition C4H13NOS.

The frontier orbital gap comes out at 9.826 eV. Its spin multiplicity is 1. Its net charge is 0. As for the SMILES: CNCCCS.O.

Positions of all 20 atoms, in Å:
C 1.41599 -0.71281 2.21430
N 0.35496 -0.18588 1.36939
C 0.87224 0.63969 0.29099
C -0.23642 1.32461 -0.48699
C -0.82171 0.55280 -1.69478
S 0.32357 -0.35598 -2.77600
H 1.95686 0.14078 2.63634
H 2.15557 -1.29631 1.66421
H 0.95301 -1.32536 2.99408
H -0.17193 -0.98197 1.02506
H 1.54375 0.07764 -0.36863
H 1.51829 1.38933 0.76761
H 0.06415 2.32620 -0.78893
H -1.08504 1.40037 0.18092
H -1.32490 1.28197 -2.33526
H -1.62251 -0.11644 -1.37584
H 1.42801 0.34880 -2.50627
O -1.98987 -0.91298 3.37313
H -2.52321 -0.62898 2.60891
H -1.11227 -0.54692 3.23116

Version b
DFT (ωB97M-V/def2-TZVPD) results for 2 unconnected molecules or ions with the total composition C4H13NOS.

The frontier orbital gap comes out at 9.152 eV. Its spin multiplicity is 1. Its net charge is 0. As for the SMILES: CSCCCN.O.

Positions of all 20 atoms, in Å:
C 1.15976 -2.63410 1.40145
S 1.30437 -1.06161 2.25077
C 0.44271 0.01564 1.03265
C 0.97526 -0.25434 -0.38410
C 0.82507 1.00940 -1.22991
N -0.55516 1.51630 -1.41588
H 0.34569 -2.51514 0.69626
H 2.00202 -3.07120 0.85330
H 0.82791 -3.44970 2.04378
H -0.60920 -0.14585 1.27986
H 0.63000 1.07403 1.13299
H 1.99631 -0.63942 -0.32071
H 0.40511 -1.03748 -0.89676
H 1.23429 0.96787 -2.27820
H 1.42295 1.83201 -0.81938
H -1.15442 1.14288 -0.68883
H -0.89861 1.07661 -2.26418
O -3.20954 1.92617 -0.33182
H -3.82809 2.60193 -0.63364
H -3.31644 1.64602 0.57235

Most stable structure: version a

Version a
DFT (ωB97M-V/def2-TZVPD) results for 2 unconnected molecules or ions with the total composition C4H13NOS.

The frontier orbital gap comes out at 9.740 eV. Its spin multiplicity is 1. Its net charge is 0. As for the SMILES: NCCO.CSC.

Positions of all 20 atoms, in Å:
N 2.43238 -1.29785 -1.33394
C 1.80592 -1.79738 -0.12178
C 1.41797 -0.60846 0.77704
O 0.36616 -0.93293 1.64935
H 2.73175 -2.05387 -1.93154
H 3.27778 -0.78451 -1.11154
H 2.43104 -2.49733 0.44064
H 0.87168 -2.31090 -0.36235
H 1.13250 0.18874 0.08768
H 2.32785 -0.33598 1.32219
H -0.09122 -0.09351 1.83398
C -3.03935 1.02986 0.76205
S -1.37343 1.73836 0.74234
C -1.09256 1.75065 -1.05443
H -3.04002 -0.01190 0.45413
H -3.73588 1.66791 0.22274
H -3.36808 1.05966 1.80335
H -0.09363 2.15429 -1.20556
H -1.13966 0.73540 -1.44137
H -1.82119 2.39974 -1.53298

Version b
DFT (ωB97M-V/def2-TZVPD) results for 2 unconnected molecules or ions with the total composition C4H13NOS.

The frontier orbital gap comes out at 9.954 eV. Its spin multiplicity is 1. Its net charge is 0. As for the SMILES: C[C@@H](N)CCS.O.

Positions of all 20 atoms, in Å:
C 1.47740 -2.37670 0.75340
C 0.91953 -1.04116 0.34606
N 1.40631 -0.61837 -0.98930
C -0.56276 -1.00212 0.26630
C -1.36458 0.27670 0.06202
S -1.00483 1.41691 1.41468
H 0.74073 -3.12582 0.44209
H 1.61238 -2.48337 1.81880
H 2.40127 -2.63456 0.23841
H 1.22404 -0.19780 0.97411
H 2.35083 -0.33523 -0.92973
H 1.37959 -1.30160 -1.70572
H -0.91439 -1.70798 -0.51284
H -0.99848 -1.54185 1.14977
H -1.17356 0.54826 -0.99127
H -2.45648 0.06450 0.01899
H 0.28255 1.32872 1.74803
O -0.13572 1.88816 -2.75131
H 0.17640 1.09653 -2.29444
H -0.82815 2.15020 -2.12005

Most stable structure: version a